(1)
Formula: C24H61BrN4O10P
Source: the OMol25 dataset
Level of theory: wB97M-V/def2-TZVPD

Cartesian coordinates (Å):
C1 1.520 5.229 -0.852
C2 0.844 4.531 -0.131
C3 -0.083 3.640 0.709
C4 0.719 2.480 1.465
C5 0.015 1.052 1.181
Br1 1.647 -0.103 1.117
C6 -1.056 0.503 2.207
C7 -0.692 0.555 3.756
N1 -1.908 0.007 4.471
N2 0.426 -0.304 4.188
N3 -0.546 1.939 4.298
N4 -0.776 1.222 -0.118
C8 -0.226 0.699 -1.402
C9 -0.281 -0.860 -1.629
C10 -1.532 -1.632 -1.053
O1 -1.112 -3.013 -0.847
C11 -0.999 -3.249 0.579
C12 -1.142 2.699 -0.048
P1 -2.049 3.489 -1.477
O2 -1.136 3.720 -2.637
O3 -2.572 5.030 -1.006
O4 -3.414 2.610 -1.882
H1 2.300 5.926 -1.249
H2 -0.693 4.177 1.498
H3 1.640 2.380 0.802
H4 1.143 2.656 2.485
H5 -1.221 -0.598 1.953
H6 -2.086 0.983 2.110
H7 -2.302 -0.682 3.814
H8 -2.597 0.761 4.594
H9 0.352 -1.208 3.708
H10 1.339 0.130 3.993
H11 0.480 2.039 4.430
H12 -0.908 1.948 5.263
H13 -1.727 0.824 0.005
H14 -0.681 1.173 -2.330
H15 0.869 1.010 -1.452
H16 -0.291 -1.024 -2.755
H17 0.646 -1.409 -1.273
H18 -1.864 -1.275 -0.026
H19 -2.379 -1.626 -1.791
H20 -2.046 -3.156 1.024
H21 -0.270 -2.545 1.081
H22 -0.670 -4.304 0.809
H23 -1.965 2.661 0.748
H24 -3.098 4.870 -0.186
H25 -4.098 2.867 -1.218
C13 -3.131 -2.672 -6.254
C14 -2.125 -2.809 -5.129
O5 -2.426 -1.888 -4.079
H26 -3.126 -1.657 -6.651
H27 -2.907 -3.368 -7.064
H28 -4.145 -2.869 -5.892
H29 -1.118 -2.591 -5.488
H30 -2.134 -3.823 -4.718
H31 -3.314 -2.092 -3.760
C15 -2.127 -8.096 1.953
C16 -2.729 -6.707 1.860
O6 -2.126 -5.975 0.795
H32 -1.049 -8.036 2.118
H33 -2.578 -8.663 2.770
H34 -2.278 -8.645 1.020
H35 -2.557 -6.154 2.786
H36 -3.807 -6.760 1.684
H37 -2.288 -6.463 -0.022
C17 4.687 -2.349 3.995
C18 3.872 -1.348 3.201
O7 4.124 -0.024 3.664
H38 4.442 -2.284 5.057
H39 4.496 -3.368 3.651
H40 5.756 -2.140 3.900
H41 2.806 -1.546 3.317
H42 4.121 -1.399 2.134
H43 5.067 0.152 3.552
C19 4.835 1.627 -1.179
C20 5.850 1.477 -0.062
O8 5.563 2.386 0.996
H44 4.839 2.647 -1.568
H45 5.051 0.936 -1.997
H46 3.824 1.430 -0.809
H47 6.855 1.695 -0.427
H48 5.842 0.458 0.340
H49 4.677 2.183 1.322
C21 -4.027 0.895 -10.036
C22 -3.343 0.241 -8.851
O9 -3.154 -1.150 -9.092
H50 -4.994 0.424 -10.226
H51 -4.183 1.961 -9.858
H52 -3.429 0.774 -10.943
H53 -3.953 0.346 -7.952
H54 -2.368 0.702 -8.662
H55 -2.606 -1.236 -9.882
C23 2.854 5.226 6.088
C24 3.158 3.744 6.174
O10 2.104 2.986 5.580
H56 1.913 5.454 6.594
H57 3.651 5.815 6.546
H58 2.741 5.538 5.046
H59 3.248 3.431 7.215
H60 4.094 3.507 5.660
H61 2.033 3.258 4.657

Calculated values
HOMO, hartree: -0.4319
Net charge: +1
HOMO-LUMO gap, eV: 8.56
Multiplicity: 1
Energy, a.u.: -4837.42761

=====

(2)
Formula: C24H61MnO17P4
Source: the OMol25 dataset
Level of theory: wB97M-V/def2-TZVPD

Cartesian coordinates (Å):
Mn1 1.324 -0.016 -2.715
O1 0.284 -0.091 -1.026
H1 0.063 0.182 -0.146
C1 -3.086 -1.768 2.103
C2 -1.628 -1.802 1.706
O2 -0.853 -1.722 2.922
P1 0.414 -2.683 3.160
O3 0.270 -4.059 2.681
O4 1.665 -1.868 2.542
C3 1.767 -1.749 1.128
C4 2.685 -2.852 0.591
O5 0.607 -2.446 4.724
C5 1.430 -3.379 5.457
C6 1.238 -3.062 6.931
H2 -3.286 -2.535 2.848
H3 -3.342 -0.817 2.572
H4 -3.711 -1.901 1.217
H5 -1.372 -2.733 1.194
H6 -1.335 -0.948 1.091
H7 0.821 -1.850 0.597
H8 2.207 -0.791 0.860
H9 3.665 -2.783 1.063
H10 2.294 -3.844 0.829
H11 2.740 -2.811 -0.500
H12 1.142 -4.421 5.294
H13 2.452 -3.261 5.095
H14 1.819 -3.755 7.541
H15 1.682 -2.080 7.110
H16 0.200 -3.069 7.249
C7 0.315 1.526 3.036
C8 1.712 1.382 3.586
O6 2.159 2.413 4.485
P2 3.219 3.472 3.919
O7 4.466 2.907 3.391
O8 2.414 4.333 2.846
C9 1.325 5.169 3.310
C10 0.385 5.430 2.170
O9 3.411 4.468 5.135
C11 4.464 4.338 6.089
C12 3.892 3.659 7.340
H17 0.092 0.608 2.484
H18 -0.410 1.551 3.852
H19 0.104 2.323 2.323
H20 1.755 0.487 4.204
H21 2.397 1.308 2.737
H22 0.781 4.689 4.129
H23 1.769 6.079 3.716
H24 -0.416 6.058 2.571
H25 0.884 5.860 1.304
H26 -0.112 4.512 1.852
H27 5.320 3.778 5.725
H28 4.740 5.353 6.369
H29 3.457 2.704 7.034
H30 4.603 3.438 8.136
H31 3.093 4.261 7.774
C13 -0.541 -4.457 -1.011
C14 0.394 -3.703 -1.903
O10 0.080 -3.854 -3.305
P3 -0.436 -2.650 -4.210
O11 0.100 -1.323 -3.794
O12 -1.992 -2.729 -4.179
C15 -2.647 -3.952 -4.632
C16 -3.754 -4.280 -3.652
O13 -0.030 -3.041 -5.709
C17 1.365 -3.002 -6.099
C18 2.008 -4.367 -5.902
H32 -0.697 -5.499 -1.281
H33 -0.166 -4.434 0.019
H34 -1.507 -3.954 -0.884
H35 0.461 -2.634 -1.670
H36 1.415 -4.060 -1.736
H37 -2.969 -3.804 -5.661
H38 -1.987 -4.823 -4.644
H39 -3.339 -4.460 -2.665
H40 -4.495 -3.481 -3.611
H41 -4.301 -5.136 -4.053
H42 1.366 -2.713 -7.147
H43 1.911 -2.250 -5.523
H44 1.739 -5.050 -6.707
H45 3.093 -4.253 -5.990
H46 1.804 -4.802 -4.929
C19 -0.143 5.078 -2.025
C20 -0.546 3.733 -1.417
O14 -1.585 3.119 -2.191
P4 -1.305 2.128 -3.413
O15 0.043 1.524 -3.360
O16 -1.549 2.941 -4.764
C21 -2.871 3.438 -5.008
C22 -2.811 4.553 -6.040
O17 -2.560 1.148 -3.364
C23 -2.774 0.312 -2.222
C24 -4.210 -0.202 -2.245
H47 -0.987 5.619 -2.451
H48 0.260 5.717 -1.239
H49 0.592 4.910 -2.814
H50 0.319 3.085 -1.275
H51 -1.016 3.913 -0.448
H52 -3.533 2.624 -5.308
H53 -3.335 3.845 -4.103
H54 -3.812 4.935 -6.241
H55 -2.224 5.401 -5.691
H56 -2.396 4.180 -6.976
H57 -2.063 -0.509 -2.180
H58 -2.675 0.900 -1.306
H59 -4.453 -0.623 -3.217
H60 -4.350 -0.900 -1.421
H61 -4.862 0.648 -2.040

Calculated values
HOMO (spin up / spin down), hartree: -0.4410 / -0.4410
Net charge: +1
HOMO-LUMO gap (spin up / spin down), eV: 7.94 / 7.87
<S²>: 8.754
Multiplicity: 6
Energy relative to the best compared isomer or geometry (same formula, charge and spin), kcal/mol: 0.00
Energy, a.u.: -4746.81635